Entry 1:
# C27H37BN9SSbSe4Sn

A molecular structure, C27H37BN9SSbSe4Sn (the ωB97M-V functional and the def2-TZVPD basis, OMol25).

XYZ file:
```
81
Properties=species:S:1:pos:R:3:mulliken_charge:R:1
Sn -0.4396 0.3649 -1.1857 0.95
C -3.4672 0.4313 1.3900 -0.84
C -3.2040 0.0706 2.8585 0.83
C -4.2936 -0.8490 3.3964 -1.59
C -1.8577 -0.5768 3.0282 0.08
C -1.0908 -0.6001 4.2031 -1.38
C -0.0538 -1.4152 3.9016 -0.60
N -0.1744 -1.8582 2.6216 0.71
N -1.3106 -1.3071 2.0938 -0.28
B 0.6394 -2.8459 1.9985 0.18
N 0.4277 -3.5120 0.7844 0.67
C 1.2132 -4.5602 0.3406 -0.50
C 0.8308 -4.9142 -0.9057 -1.23
C -0.2467 -4.0250 -1.1993 0.25
N -0.4633 -3.1884 -0.2191 -0.34
C -0.9988 -3.9914 -2.4789 0.76
C -2.4201 -3.5083 -2.3191 -1.07
C -0.2191 -3.2078 -3.5663 -1.33
N 1.7043 -1.4443 -1.3457 0.28
C 2.9740 -1.8051 -1.6190 -0.71
C 3.7622 -0.7006 -1.9502 -0.94
C 2.8901 0.3742 -1.9046 -0.24
N 1.6628 -0.1044 -1.5295 0.53
C 3.1625 1.8491 -2.1571 1.60
C 4.5930 2.2236 -1.7657 -1.66
C 2.8567 2.3614 -3.6048 -1.41
H -4.4666 0.8812 1.2971 0.46
H -2.7215 1.1644 1.0359 -0.12
H -3.3924 -0.4142 0.7077 0.19
H -3.1925 0.9798 3.4469 0.25
H -4.0288 -1.9150 3.1642 0.30
H -4.3385 -0.7664 4.4751 0.41
H -5.3159 -0.6618 3.0428 0.40
H -1.3066 -0.0729 5.0883 0.66
H 0.8366 -1.7983 4.3900 0.50
H 1.5386 -3.1989 2.6897 -0.14
H 1.9833 -4.9491 0.9932 0.45
H 1.2358 -5.7261 -1.4993 0.45
H -1.0095 -5.0517 -2.7872 0.32
H -2.3787 -2.5451 -1.8075 0.03
H -2.9598 -3.3674 -3.2548 0.38
H -2.9597 -4.1696 -1.6323 0.36
H -0.1884 -2.1270 -3.3556 0.02
H 0.7801 -3.5870 -3.5566 0.39
H -0.6492 -3.3983 -4.5439 0.50
H 3.2454 -2.8482 -1.5490 0.48
H 4.8560 -0.6859 -2.0697 0.34
H 2.4899 2.4023 -1.4928 -0.45
H 5.3075 1.6093 -2.3461 0.32
H 4.7790 3.2672 -1.9282 0.48
H 4.7942 2.0693 -0.7188 0.27
H 3.5907 1.8859 -4.2824 0.36
H 1.8185 2.2273 -3.9553 0.16
H 3.1086 3.4230 -3.6287 0.43
Se -4.7383 0.0820 -4.6113 -0.37
Sb -2.9556 1.5237 -3.6961 0.87
Se -4.2018 0.0004 -2.2127 -0.16
Se -0.7040 0.7059 -3.9661 -0.60
Se -3.5244 3.8137 -3.8611 -0.55
C -2.8158 4.1078 0.1148 -0.69
N -1.8089 3.7723 1.0671 0.28
C -1.8748 3.7527 2.4319 -0.77
C -0.7437 3.1833 2.8945 -0.38
N 0.0030 2.8016 1.7993 0.74
C -0.6305 3.2054 0.6853 -0.05
S -0.0619 3.0940 -0.9233 -0.55
C 1.2732 2.0837 1.8370 -0.32
C 2.3720 2.7339 2.3596 -0.76
C 3.5703 2.0151 2.4017 -0.66
C 3.6408 0.7711 1.8246 -1.34
C 2.4881 0.2562 1.2362 -0.31
N 1.3141 0.9028 1.2613 0.84
H -3.3273 5.0332 0.4419 0.33
H -3.5871 3.2987 -0.0329 0.20
H -2.3405 4.2831 -0.8297 0.30
H -2.7575 4.0425 2.9723 0.48
H -0.4304 2.9253 3.8868 0.49
H 2.3065 3.7265 2.7624 0.59
H 4.4811 2.4274 2.7807 0.45
H 4.5682 0.2350 1.8684 0.52
H 2.5521 -0.6651 0.7186 0.53
```

As for the energy above the lowest of the compared OMol25 structures with the same formula, charge and spin: 32.5 kcal/mol. The calculation puts the highest occupied orbital energy at -7.7002 eV. As for the charge: 0. As for the molar mass: 1086.8 g mol⁻¹. Its multiplicity is 1.

=====

Entry 2:
# C27H37Cl5N4OReS2Sb

A molecular structure, C27H37Cl5N4OReS2Sb (the ωB97M-V functional and the def2-TZVPD basis, OMol25).

XYZ file:
```
78
Properties=species:S:1:pos:R:3:mulliken_charge:R:1
Re -0.3567 -0.2878 0.2619 -0.39
Cl 1.9880 0.0634 0.7135 -0.06
C 1.4049 -0.1417 2.3404 0.92
C 0.0475 -0.4693 2.2972 -0.32
C -0.5895 -0.6634 3.5249 0.51
Cl -2.2340 -1.1138 3.5774 -0.12
C 0.1186 -0.4824 4.7188 -0.23
Cl -0.6782 -0.6783 6.2102 -0.11
C 1.4853 -0.1433 4.6992 0.74
Cl 2.3356 0.0670 6.1454 -0.08
C 2.1600 0.0214 3.4715 -0.44
Cl 3.8193 0.3971 3.3858 -0.12
C 2.0932 2.8449 -2.0899 -0.96
N 0.7796 2.6754 -2.6760 0.09
C 0.5507 2.9481 -4.1050 -0.56
C -0.9544 2.6743 -4.2875 -0.57
N -1.3512 2.2491 -2.9372 0.01
C -0.3360 2.3123 -2.0834 0.51
S -0.5234 2.0570 -0.3730 -0.36
H 2.7943 2.1222 -2.5108 0.33
H 2.0431 2.7188 -1.0117 0.34
H 2.4667 3.8443 -2.3128 0.32
H 1.1747 2.2938 -4.7134 0.35
H 0.8203 3.9791 -4.3332 0.36
H -1.1521 1.8840 -5.0088 0.30
H -1.5049 3.5632 -4.5897 0.35
H -2.3107 2.1852 -2.6424 0.16
C -2.4593 -4.0129 1.2065 -1.07
C -0.9632 -4.2231 1.4013 -0.66
Sb 0.2848 -2.9350 0.1997 0.68
C -0.0869 -3.5245 -1.8527 -0.47
C -0.0367 -5.0335 -2.0716 -1.18
C 2.3096 -3.4956 0.7170 -0.49
C 2.3648 -4.9826 1.0540 -1.14
H -2.9983 -4.7745 1.7716 0.48
H -2.7471 -4.1106 0.1580 0.30
H -2.7712 -3.0390 1.5727 0.02
H -0.6708 -5.2307 1.1046 0.54
H -0.6625 -4.0606 2.4366 0.55
H 0.6574 -3.0127 -2.4639 0.53
H -1.0700 -3.1208 -2.0932 0.21
H 0.9710 -5.4270 -1.9450 0.31
H -0.3453 -5.2538 -3.0939 0.42
H -0.7098 -5.5706 -1.4028 0.30
H 2.6233 -2.8833 1.5626 0.34
H 2.9330 -3.2552 -0.1439 0.45
H 1.7954 -5.2185 1.9525 0.33
H 3.4005 -5.2696 1.2376 0.43
H 1.9986 -5.6030 0.2356 0.25
C -7.7526 -1.8544 -1.3688 -1.04
C -6.4419 -1.7510 -2.1465 -0.65
C -5.2173 -2.0341 -1.2798 -0.52
N -5.0298 -0.9540 -0.3023 -0.04
C -3.9190 -0.3779 0.0723 0.75
S -2.4113 -1.0176 -0.5916 -0.17
N -3.8779 0.6355 0.9492 0.32
C -4.9256 1.1636 1.8393 0.05
O -4.5718 1.4176 2.9502 -0.49
C -6.2691 1.3753 1.2813 -0.12
C -6.4650 1.8003 -0.0387 0.35
C -7.7430 2.0637 -0.4969 -0.65
C -8.8362 1.8899 0.3460 -0.53
C -8.6452 1.4918 1.6629 -0.68
C -7.3663 1.2571 2.1391 -0.45
H -8.5945 -1.7207 -2.0452 0.36
H -7.8366 -1.0938 -0.5874 0.23
H -7.8526 -2.8377 -0.9073 0.33
H -6.3402 -0.7609 -2.5990 0.28
H -6.4484 -2.4818 -2.9556 0.36
H -4.3226 -2.1325 -1.8883 0.51
H -5.3691 -2.9682 -0.7325 0.21
H -5.8922 -0.6080 0.1121 0.04
H -2.9574 0.8480 1.3072 0.16
H -5.6145 1.9616 -0.6918 0.45
H -7.8885 2.4154 -1.5096 0.46
H -9.8357 2.0747 -0.0239 0.45
H -9.4925 1.3817 2.3255 0.45
H -7.2060 0.9657 3.1691 0.50
```

As for the energy above the lowest of the compared OMol25 structures with the same formula, charge and spin: 25.0 kcal/mol. The calculation puts the highest occupied orbital energy (spin up / spin down) at -16.3544 / -16.3538 eV. As for the charge: +3. As for the molar mass: 983.0 g mol⁻¹. Its multiplicity is 2.

=====

Entry 3:
# C27H37N2O3

A gas-phase ion, C27H37N2O3 (charge +1) (the ωB97M-V functional and the def2-TZVPD basis, OMol25).

XYZ file:
```
69
Properties=species:S:1:pos:R:3:mulliken_charge:R:1
C 4.5968 0.8710 -6.8058 -1.38
C 3.5077 0.1975 -5.9796 -0.07
C 3.6654 -1.3216 -5.9786 -0.62
C 2.5130 -2.0590 -5.2951 -0.99
C 2.3233 -1.7256 -3.8140 -0.46
C 3.5360 -2.0913 -2.9597 -0.51
C 3.2679 -1.9925 -1.4577 -0.91
C 3.0301 -0.5583 -0.9892 -0.26
C 2.8694 -0.4803 0.5280 -0.65
C 2.5893 0.9412 1.0027 -0.73
O 1.3551 1.4383 0.4462 -0.38
C 0.2446 1.1719 1.0789 1.15
O 0.1111 0.6000 2.1282 -0.54
C -0.9763 1.7066 0.2947 -1.60
N -2.1046 1.8224 1.1767 0.31
C -2.8808 0.8196 1.6209 0.58
C -2.7490 -0.5878 1.1057 -0.88
O -3.5160 -1.5385 1.7693 -0.43
C -3.0570 -2.0476 2.9799 0.69
C -3.7808 -3.1271 3.4757 -0.67
C -3.4263 -3.6954 4.6830 -0.46
C -2.3522 -3.1922 5.4011 -0.54
C -1.6390 -2.1182 4.9033 -0.87
C -1.9863 -1.5331 3.6936 -0.11
N -3.7753 1.2859 2.4939 0.33
C -4.8335 0.5716 3.1636 -1.10
C -3.5426 2.6376 2.6730 0.66
C -4.1567 3.5841 3.4837 -0.94
C -3.6674 4.8728 3.4213 -0.67
C -2.6021 5.2147 2.5849 -0.77
C -1.9839 4.2812 1.7780 -0.87
C -2.4712 2.9821 1.8339 1.12
H 4.4781 1.9520 -6.7911 0.37
H 5.5806 0.6283 -6.4100 0.34
H 4.5539 0.5360 -7.8395 0.34
H 2.5287 0.4578 -6.3896 0.28
H 3.5536 0.5768 -4.9567 0.16
H 3.7180 -1.6656 -7.0142 0.43
H 4.6103 -1.5877 -5.5022 0.27
H 2.6831 -3.1338 -5.3929 0.35
H 1.5852 -1.8243 -5.8234 0.36
H 1.4557 -2.2829 -3.4489 0.41
H 2.1001 -0.6628 -3.7113 0.20
H 3.8291 -3.1172 -3.1920 0.34
H 4.3746 -1.4410 -3.2113 0.25
H 4.1284 -2.3970 -0.9203 0.36
H 2.4016 -2.6081 -1.2024 0.34
H 2.1341 -0.1572 -1.4664 0.20
H 3.8753 0.0631 -1.2916 0.27
H 3.7825 -0.8218 1.0166 0.48
H 2.0550 -1.1328 0.8520 0.28
H 2.5234 0.9813 2.0934 0.39
H 3.3522 1.6328 0.6433 0.46
H -1.1934 1.0178 -0.5259 0.34
H -0.7379 2.6832 -0.1274 0.42
H -3.1043 -0.6046 0.0646 0.40
H -1.6842 -0.8627 1.1118 0.61
H -4.6083 -3.5056 2.8976 0.46
H -3.9873 -4.5351 5.0618 0.41
H -2.0728 -3.6383 6.3422 0.41
H -0.8003 -1.7205 5.4535 0.44
H -1.4048 -0.6983 3.3349 0.38
H -5.2040 -0.2352 2.5357 0.41
H -4.4735 0.1484 4.1038 0.31
H -5.6444 1.2665 3.3714 0.45
H -4.9722 3.3304 4.1403 0.40
H -4.1150 5.6369 4.0362 0.42
H -2.2523 6.2345 2.5736 0.42
H -1.1574 4.5565 1.1438 0.38
```

As for the energy above the lowest of the compared OMol25 structures with the same formula, charge and spin: 5.7 kcal/mol. The calculation puts the highest occupied orbital energy at -11.5487 eV. As for the charge: +1. As for the molar mass: 437.6 g mol⁻¹. Its multiplicity is 1.